# 1
One molecule with the formula C6H10. Source: the Open Molecules 2025 dataset; level of theory: the ωB97M-V functional and the def2-TZVPD basis.

Properties
Gap between HOMO and LUMO (eV): 10.3
Highest occupied orbital energy (eV): -9.087
SMILES string: C[C@@H]1C=CCC1
Net charge: 0

```
16
C6H10 | the Open Molecules 2025 dataset | the ωB97M-V functional and the def2-TZVPD basis
C -1.22 -0.03 1.57
C -0.22 -0.57 0.54
C 1.15 0.05 0.66
C 1.60 0.54 -0.49
C 0.63 0.31 -1.63
C -0.63 -0.24 -0.92
H -1.32 1.05 1.47
H -0.89 -0.25 2.60
H -2.21 -0.48 1.43
H -0.14 -1.66 0.68
H 1.69 0.08 1.60
H 2.56 1.03 -0.63
H 0.42 1.23 -2.19
H 1.05 -0.40 -2.35
H -1.04 -1.12 -1.43
H -1.42 0.52 -0.91
```

These are the Löwdin partial charges, in e, on atoms 1 to 2: -0.087 -0.376

---

# 2
One molecule with the formula C6H10 at a distorted geometry. Source: the Open Molecules 2025 dataset; level of theory: the ωB97M-V functional and the def2-TZVPD basis.

Properties
Gap between HOMO and LUMO (eV): 10.0
Highest occupied orbital energy (eV): -8.752
SMILES string: CC1CC=CC1
Net charge: 0

```
16
C6H10 | the Open Molecules 2025 dataset | the ωB97M-V functional and the def2-TZVPD basis
C 1.94 -0.19 -0.02
C 0.48 -0.27 0.43
C -0.45 -0.95 -0.56
C -1.79 -0.46 -0.25
C -1.69 0.71 0.40
C -0.27 1.05 0.56
H 2.55 0.37 0.71
H 2.03 0.31 -0.99
H 2.37 -1.19 -0.11
H 0.42 -0.80 1.38
H -0.13 -0.21 -1.53
H -0.32 -2.01 -0.75
H -2.70 -0.91 -0.64
H -2.50 1.39 0.64
H 0.03 1.43 -0.62
H 0.02 1.75 1.34
```

These are the Löwdin partial charges, in e, on atoms 1 to 2: -0.080 -0.437

---

# 3
One molecule with the formula C6H10. Source: the Open Molecules 2025 dataset; level of theory: the ωB97M-V functional and the def2-TZVPD basis.

Properties
Gap between HOMO and LUMO (eV): 9.7
Highest occupied orbital energy (eV): -9.637
Net charge: 0

```
16
C6H10 | the Open Molecules 2025 dataset | the ωB97M-V functional and the def2-TZVPD basis
C -2.08 0.23 0.70
C -0.96 -0.38 -0.13
C -1.34 -1.45 -0.77
C 0.42 0.27 -0.13
C 1.07 0.21 -1.51
C 1.32 -0.37 0.94
H -2.31 1.23 0.31
H -3.00 -0.36 0.66
H -1.77 0.32 1.74
H 0.27 1.32 0.14
H 1.24 -0.82 -1.82
H 2.04 0.73 -1.49
H 0.44 0.69 -2.26
H 1.53 -1.42 0.67
H 2.27 0.17 1.02
H 0.84 -0.37 1.93
```

These are the Löwdin partial charges, in e, on atoms 1 to 2: -0.075 -0.457

---

# 4
One molecule with the formula C6H10. Source: the Open Molecules 2025 dataset; level of theory: the ωB97M-V functional and the def2-TZVPD basis.

Properties
Gap between HOMO and LUMO (eV): 8.4
Highest occupied orbital energy (eV): -8.060
Net charge: 0

```
16
C6H10 | the Open Molecules 2025 dataset | the ωB97M-V functional and the def2-TZVPD basis
C -0.77 -0.72 1.66
C -0.36 0.66 1.29
C 1.00 0.73 0.66
C 0.75 0.61 -0.86
C 0.19 -0.66 -1.42
C -0.70 0.54 -1.29
H -0.90 -0.67 2.75
H -1.79 -0.94 1.29
H -0.11 -1.57 1.42
H -1.41 0.62 -0.47
H 1.45 1.71 0.86
H 1.69 -0.06 0.98
H 1.45 1.16 -1.49
H 0.07 -1.52 -0.76
H 0.49 -0.94 -2.43
H -1.03 1.05 -2.19
```

These are the Löwdin partial charges, in e, on atoms 1 to 2: -0.174 -0.013

---

# 5
One molecule with the formula C6H10. Source: the Open Molecules 2025 dataset; level of theory: the ωB97M-V functional and the def2-TZVPD basis.

Properties
Gap between HOMO and LUMO (eV): 10.4
Highest occupied orbital energy (eV): -9.291
SMILES string: CC#CCCC
Net charge: 0

```
16
C6H10 | the Open Molecules 2025 dataset | the ωB97M-V functional and the def2-TZVPD basis
C 2.75 -0.47 0.88
C 1.66 -0.14 -0.05
C 0.73 0.12 -0.77
C -0.50 0.47 -1.48
C -1.80 0.23 -0.63
C -1.57 -0.07 0.86
H 3.73 -0.31 0.43
H 2.68 0.16 1.77
H 2.68 -1.51 1.21
H -0.57 -0.09 -2.42
H -0.45 1.53 -1.77
H -2.43 1.12 -0.72
H -2.36 -0.59 -1.07
H -1.49 -1.14 1.05
H -2.40 0.31 1.47
H -0.65 0.39 1.23
```

These are the Löwdin partial charges, in e, on atoms 1 to 2: -0.109 -0.093

---

# 6
One molecule with the formula C6H10. Source: the Open Molecules 2025 dataset; level of theory: the ωB97M-V functional and the def2-TZVPD basis.

Properties
Gap between HOMO and LUMO (eV): 7.4
Highest occupied orbital energy (eV): -7.717
Net charge: 0

```
16
C6H10 | the Open Molecules 2025 dataset | the ωB97M-V functional and the def2-TZVPD basis
C 2.67 -0.04 0.74
C 1.79 -0.50 -0.37
C 0.44 -0.51 -0.36
C -0.27 -0.05 0.81
C -1.73 0.17 0.60
C -2.30 0.51 -0.79
H 2.07 0.34 1.57
H 3.30 -0.87 1.09
H 3.36 0.74 0.39
H -0.06 -0.84 -1.28
H 2.30 -0.84 -1.28
H -2.09 0.88 1.35
H -2.15 -0.80 0.96
H -2.20 -0.32 -1.50
H -3.36 0.76 -0.72
H -1.77 1.37 -1.21
```

These are the Löwdin partial charges, in e, on atoms 1 to 2: -0.105 -0.112